(1)
Computed, not measured: a molecular structure, C21H14N14O6S2Sn, with ωB97M-V/def2-TZVPD.

Properties
E_HOMO ... -9.209 eV
Energy relative to the best compared isomer or geometry (same formula, charge and spin) ... 124.06 kJ/mol
Charge ... 0
Kohn-Sham gap ... 8.267 eV

Each line ends with the natural charge from an NBO analysis.
Geometry (Å):
C: 1.9255 2.8852 -3.4680  -0.154
N: 4.0337 4.1117 -3.7342  0.535
H: 0.8430 0.9496 -0.9081  0.238
H: 4.5272 3.1257 -1.2959  0.284
H: -1.0372 -2.1797 2.2193  0.223
C: 3.0124 -1.8839 0.2263  -0.211
H: -3.4985 -5.3919 2.1421  0.239
C: -5.8235 -3.2179 1.6420  -0.320
N: -1.8149 1.6227 0.5986  -0.391
C: 3.2593 1.6125 0.4403  0.786
O: 4.4399 1.7104 0.6539  -0.569
H: 3.1365 -5.5192 1.6360  0.224
N: -1.8216 4.0162 0.7067  -0.582
N: -4.9896 -1.0590 1.0737  -0.455
N: -3.5980 -2.9814 0.8833  -0.494
Sn: 0.5055 1.2415 1.9869  1.494
H: 4.9601 -2.2936 -0.5241  0.224
N: 1.4314 5.1409 0.7829  -0.056
N: -3.6910 2.7024 0.0957  -0.281
C: 4.1713 -3.9822 0.5503  -0.200
C: 3.5676 2.8230 -1.6882  -0.127
N: 0.1203 5.3564 0.5314  -0.350
S: -2.4558 -0.8681 0.1022  0.538
H: -6.8999 -1.3564 1.7689  0.209
N: 0.4232 3.3053 1.2454  -0.625
N: -3.9269 1.4319 -0.0571  0.041
O: 5.0900 4.4352 -3.2403  -0.353
O: 3.6431 4.4334 -4.8365  -0.369
H: -2.3526 4.8227 0.4167  0.440
H: 1.6194 3.2193 -4.4471  0.284
C: 1.9347 -2.3891 0.9549  0.166
O: -0.3822 1.8470 -4.4111  -0.350
C: 1.9885 -3.7009 1.4411  -0.252
C: -4.5894 -3.7671 1.3090  0.285
C: -0.4582 4.2177 0.8266  0.457
N: -2.8335 0.7985 0.2597  -0.149
O: 2.4121 1.1324 1.3279  -0.936
S: 0.5056 -4.0735 2.2526  0.409
H: 2.9712 -0.8882 -0.1801  0.223
H: -5.1753 -5.7918 1.7256  0.221
C: 3.1452 3.2425 -2.9302  0.015
C: -4.2968 -5.2296 1.4172  -0.650
O: -0.9869 1.1981 -2.4511  -0.395
C: -3.8735 -1.6891 0.7838  0.256
N: 0.7473 -1.7114 1.2402  -0.484
C: 1.1262 2.0745 -2.6915  0.016
C: -0.0523 -2.4825 1.8926  -0.103
H: -3.9452 -5.6067 0.4574  0.244
C: 2.7342 2.0125 -0.9219  -0.065
C: 3.1071 -4.5096 1.2497  -0.212
H: 5.0579 -4.5825 0.3969  0.221
N: -0.1845 1.6750 -3.2306  0.537
C: 1.5063 1.6262 -1.4350  -0.179
N: 1.6287 3.9503 1.1955  -0.114
C: -2.4005 2.8040 0.4788  0.467
H: -6.6370 -3.8389 1.9873  0.232
C: -5.9686 -1.8495 1.5169  0.107
C: 4.1191 -2.6805 0.0349  -0.192

---

(2)
Computed, not measured: 2 unconnected molecules or ions with the total composition C5H10O2, with ωB97M-V/def2-TZVPD.

Properties
E_HOMO ... -8.018 eV
Energy relative to the best compared isomer or geometry (same formula, charge and spin) ... 226.04 kJ/mol
Charge ... 0
Kohn-Sham gap ... 9.042 eV

Each line ends with the natural charge from an NBO analysis.
Geometry (Å):
H: 0.8969 -1.4009 0.3527  0.221
C: 0.9861 1.4619 -1.0486  0.019
H: 0.0082 -0.9013 -2.5223  0.154
H: -1.6469 1.1563 2.7797  0.211
C: -0.2758 1.3865 -0.6536  0.019
H: -0.2032 -2.4424 -0.5931  0.218
C: 0.2893 -0.6008 -1.5103  0.376
H: -0.9355 2.1134 -0.2094  0.217
H: -1.0036 -0.5124 3.0365  0.212
C: 0.6524 -1.7735 -0.6431  -0.646
C: -1.0461 0.3447 2.3582  -0.864
O: 1.4059 0.2742 -1.5896  -0.503
H: 1.6688 2.2789 -1.1938  0.214
O: -0.8000 0.1421 -0.9492  -0.509
H: -0.0425 0.7407 2.1750  0.215
H: -1.5170 -0.0146 1.4400  0.223
H: 1.5210 -2.3026 -1.0504  0.223

---

(3)
Computed, not measured: 14 unconnected molecules or ions with the total composition C23H49BF5IN17O31S in a non-equilibrium geometry, with ωB97M-V/def2-TZVPD.

Properties
E_HOMO ... -12.308 eV
Charge ... +1
Kohn-Sham gap ... 6.038 eV

Each line ends with the Mulliken charge.
Geometry (Å):
O: 0.2441 0.3652 3.2613  -0.591
O: -0.2517 -2.8167 -6.8472  -0.617
C: 3.6939 -0.5435 -5.4660  0.057
C: -0.7521 3.8346 -5.2962  -0.799
O: -4.7161 -2.1925 -3.6083  -0.445
H: -2.6992 -1.8030 -1.4299  0.601
H: -1.5951 4.5171 -5.4218  0.256
N: -7.8193 3.9585 -0.1109  0.833
H: 3.6386 1.6484 7.9112  0.341
H: -1.2556 3.3275 6.4420  0.303
C: 0.7511 -4.6937 -5.0876  0.466
O: -9.4127 -1.4572 -5.2239  -0.500
O: 5.2209 1.7016 1.5661  -0.529
N: -8.3216 -1.0963 -5.6801  0.852
O: 3.4924 3.8377 -1.8791  -0.594
C: -0.4214 0.0602 -2.0346  -0.081
H: 3.8056 2.6126 11.8638  0.291
C: 1.3571 -4.8372 -3.5710  0.622
H: -2.2803 6.3851 -2.7229  0.289
O: -2.8443 -5.1149 -1.7042  -0.530
O: -0.5270 2.6499 -3.3030  -0.389
C: -3.1484 6.5577 -3.3623  -0.806
O: 4.8190 -2.7171 9.1348  -0.514
N: 4.6648 3.9684 -2.2495  0.874
S: -0.3711 -3.1626 -5.3102  1.169
H: -1.0079 2.8354 -5.6552  0.299
O: -4.9690 5.1098 -3.2342  -0.488
O: 1.0354 3.0304 7.6491  -0.505
H: 4.5964 5.9465 -1.5148  0.331
H: -3.8649 7.2186 -2.8699  0.329
O: 2.7540 0.1341 6.2611  -0.513
H: -7.4029 -2.4594 -4.3552  0.322
H: -1.0233 -0.7870 0.6853  0.253
O: 4.8315 -0.4666 1.5450  -0.612
H: 3.9487 -4.6997 6.7615  0.318
H: 4.3505 -0.2811 -0.8072  0.176
C: 0.0799 -1.7385 -4.1803  -0.095
O: -7.5092 5.0165 0.4489  -0.503
C: 1.0473 0.6751 -2.5477  -0.281
F: -0.1375 -5.9002 -5.2867  -0.225
F: 0.3917 -4.4020 -2.4930  -0.170
H: 4.8812 0.4395 8.3820  0.271
C: 2.5542 0.0842 3.3669  -0.924
H: 1.8164 -1.2599 -6.5383  0.360
H: 5.2447 1.8419 12.6136  0.305
O: -8.1487 -0.2482 -6.5632  -0.518
O: 4.9847 2.7509 9.5433  -0.495
C: -2.3332 -1.9729 -2.5275  -0.146
O: 1.5081 1.5743 1.9220  -0.529
N: -0.4476 3.7600 -3.8417  0.910
O: 6.6754 2.8386 10.9529  -0.496
H: 4.3331 0.9718 11.3333  0.263
N: 3.9579 0.0774 6.5373  0.955
O: 4.7811 -0.6995 6.0395  -0.516
H: -8.3796 3.0339 -1.9244  0.290
O: -1.8171 -3.7012 -5.1512  -0.432
N: 5.5096 2.5628 10.6470  0.815
H: 3.0715 -0.4160 2.5457  0.254
H: -0.4821 3.2226 4.8240  0.278
F: 1.7820 -4.8031 -6.1723  -0.211
N: 1.8528 0.1135 -3.6593  -0.744
C: -3.6209 -6.5263 0.9892  -0.653
N: -3.7965 5.2405 -3.6046  0.847
C: -0.4433 2.8849 5.8618  -0.710
H: -3.3970 -0.4887 -4.1947  0.298
C: 4.2044 -3.7006 7.1205  -0.584
C: 2.2925 -1.4574 -5.4654  -0.319
H: -3.7146 -7.0975 -4.0775  0.346
H: 5.4992 1.0924 -0.9529  0.334
H: -0.4663 1.7945 5.9137  0.268
H: -4.3018 -5.4159 -3.8441  0.247
C: 5.3129 5.2856 -2.0072  -0.819
C: 4.6063 0.7181 -0.4482  -0.540
H: -7.2309 4.4074 -2.0701  0.097
O: -3.0063 -5.5428 3.0035  -0.527
C: -3.4588 -6.0984 -3.7185  -0.524
H: 5.2349 1.6437 7.0871  0.353
H: -6.5853 -2.2385 -5.9395  0.277
H: 0.1408 4.2089 -5.8009  0.352
O: -0.1375 4.8181 -3.2819  -0.557
O: -3.1099 4.3749 -4.1600  -0.522
H: -3.8767 -7.5255 0.6302  0.342
H: 3.3614 -3.0181 6.9949  0.196
H: 2.2539 -0.6370 4.1300  0.423
H: 2.5621 2.1257 -2.0777  0.317
H: -1.4284 2.6896 -0.4383  0.288
H: -8.9668 4.7155 -1.6910  0.277
O: 4.4296 -4.8853 9.1137  -0.514
F: 2.7154 -4.2523 -3.3864  -0.210
N: 4.9108 0.6435 1.0063  1.006
H: -0.9247 0.7947 1.2958  0.155
H: -2.5659 -5.7240 -4.2232  0.018
C: -3.5605 -1.4772 -3.5485  0.117
I: 5.1719 -1.0883 -3.8963  0.117
H: 5.0973 -3.3262 6.6158  0.248
O: -7.8987 2.8483 0.4278  -0.504
H: -2.1543 -3.1490 -2.6268  -0.254
O: 1.6089 3.9814 5.7464  -0.527
N: -3.1544 -6.1729 -2.2640  0.932
O: -1.9495 2.0552 -1.0460  -0.383
H: -6.4861 -0.9495 -4.6822  0.254
N: 1.3603 -0.9571 -4.3350  0.909
O: 3.9133 0.4419 -6.3466  -0.467
H: 2.6475 -2.5602 -5.3045  0.300
H: 5.6081 5.6909 -2.9771  0.308
O: -3.3958 -7.7110 2.9824  -0.505
C: 4.4672 1.0290 7.5614  -0.861
H: 0.9950 2.7593 -2.0785  0.042
N: 1.5777 1.9160 -1.8007  -0.035
H: -4.4639 -5.8439 0.8636  0.290
O: -3.2337 -7.2830 -1.7253  -0.520
C: -7.1026 -1.7382 -5.1183  -0.697
N: 1.3352 0.7261 2.8051  1.005
B: -1.2503 0.7449 -0.7976  0.382
N: 4.5089 -3.7752 8.5750  0.843
C: -0.9215 -1.2557 -2.9288  0.592
C: 4.6564 1.9482 11.6997  -0.691
H: -2.7280 -6.1520 0.4845  0.207
H: 6.1810 5.1130 -1.3678  0.312
H: 3.7633 1.4005 -0.5738  0.148
H: -2.8532 6.9630 -4.3322  0.297
N: -3.3164 -6.6009 2.4437  0.841
F: 1.5290 -6.3201 -3.3360  -0.235
O: 5.3514 3.1028 -2.8049  -0.492
C: -8.1238 4.0330 -1.5654  -0.470
H: 3.1707 0.8729 3.8030  0.309
N: 0.8386 3.3363 6.4673  0.898
N: -1.4184 0.1757 0.6090  -0.557